Model i:
The following is a DFT calculation (wB97M-V/def2-TZVPD) of a 3-piece molecular cluster, C3H11NO3 overall.

Computed properties:
HOMO level (alpha / beta) (Eh): 0.0054 / -0.1358
E_LUMO (alpha / beta) (eV): 3.58 / 3.53
Orbital gap (alpha / beta) (eV): 3.435 / 7.224
Net charge: -1
Multiplicity: 2

The geometry in XYZ format:
```
18
Properties=species:S:1:pos:R:3:lowdin_charge:R:1
O 0.34 -1.74 0.38 -0.20
C 0.21 -1.63 -0.85 -0.44
C 0.25 -0.30 -1.63 -0.53
C -0.11 0.85 -0.70 -0.13
N 1.46 -0.13 -2.39 -0.01
H -0.09 -2.40 -1.56 0.04
H -0.64 -0.50 -2.37 0.12
H -0.13 1.84 -1.23 0.07
H 0.74 1.09 -0.06 0.04
H -1.05 0.77 -0.04 0.09
H 2.25 -0.22 -1.77 0.04
H 1.61 0.82 -2.74 0.03
H 0.22 2.24 1.50 0.00
H 0.88 2.08 2.78 0.04
O 0.21 2.65 2.38 -0.08
H -2.23 0.18 2.40 0.01
H -1.35 -0.71 1.49 -0.02
O -2.20 -0.66 1.94 -0.08
```

Model ii:
The following is a DFT calculation (wB97M-V/def2-TZVPD) of a 4-piece molecular cluster, C3H11NO3 overall.

Computed properties:
HOMO level (alpha / beta) (Eh): -0.1560 / -0.1564
E_LUMO (alpha / beta) (eV): 3.91 / 3.04
Orbital gap (alpha / beta) (eV): 8.156 / 7.294
Net charge: -1
Multiplicity: 2

The geometry in XYZ format:
```
18
Properties=species:S:1:pos:R:3:lowdin_charge:R:1
C 2.10 -0.59 0.07 -0.38
C 2.45 0.34 -1.01 0.05
C 1.29 -0.04 1.16 -0.22
N 0.67 -0.86 0.15 -0.02
H 2.59 -1.54 0.29 0.12
H 2.07 0.13 -1.99 0.05
H 3.14 1.17 -0.91 0.05
H 1.20 1.04 1.15 0.10
H 1.31 -0.51 2.14 0.09
H -0.32 -0.80 0.37 0.07
H -2.43 -0.48 0.32 -0.05
O -2.93 -1.02 -0.40 -0.17
H -0.83 1.19 -0.37 -0.01
H 0.27 1.09 -1.43 -0.03
O -0.61 1.46 -1.29 -0.11
H -3.73 -0.55 -0.62 -0.01
H -2.12 0.88 1.93 -0.08
O -1.58 0.35 1.34 -0.43
```

Most stable one: model i, least stable one: model ii.

Model i:
The following is a DFT calculation (wB97M-V/def2-TZVPD) of a 10-piece molecular cluster, C14H48N4O16 overall.

Computed properties:
SMILES string: NC(N)=O.NC(N)=O.OCCO.OCCO.OCCO.OCCO.OCCO.OCCO.O.O
HOMO level (Eh): -0.3376
E_LUMO (eV): -0.12
Orbital gap (eV): 9.063

The geometry in XYZ format:
```
82
Properties=species:S:1:pos:R:3:lowdin_charge:R:1
C -18.95 9.19 10.31 -0.18
C -19.81 8.95 8.94 -0.24
O -20.06 10.09 8.19 -0.07
O -18.39 7.94 10.74 -0.10
H -19.59 9.62 11.09 0.10
H -18.13 9.87 10.08 0.11
H -20.62 8.22 9.02 0.11
H -19.11 8.43 8.28 0.11
H -21.01 10.26 8.18 0.08
H -17.43 8.01 10.75 0.01
C -16.93 6.22 16.98 -0.25
C -15.51 5.84 16.69 -0.23
O -15.38 5.34 15.37 -0.07
O -17.71 5.18 17.55 -0.06
H -17.43 6.49 16.05 0.09
H -16.97 7.07 17.66 0.11
H -15.18 5.17 17.48 0.13
H -14.81 6.68 16.79 0.09
H -15.91 4.54 15.33 0.10
H -18.39 5.51 18.14 0.08
C -18.14 13.05 12.36 -0.22
C -19.39 13.89 12.13 -0.23
O -20.45 13.19 11.46 -0.05
O -17.51 12.82 11.09 -0.09
H -18.28 12.06 12.81 0.11
H -17.51 13.64 13.02 0.10
H -19.04 14.81 11.65 0.12
H -19.78 14.23 13.09 0.12
H -20.19 13.15 10.54 0.08
H -16.82 12.16 11.19 0.04
C -14.30 13.70 12.42 -0.25
C -13.95 12.27 11.95 -0.16
O -15.15 11.51 11.65 -0.11
O -14.98 14.31 11.39 -0.05
H -13.55 14.34 12.90 0.12
H -14.97 13.74 13.28 0.10
H -13.17 11.85 12.60 0.12
H -13.39 12.34 11.01 0.12
H -14.91 10.60 11.44 0.08
H -15.88 13.98 11.30 0.05
C -11.76 6.44 15.91 -0.20
C -12.53 6.60 14.52 -0.16
O -11.49 6.91 13.50 -0.08
O -11.34 7.71 16.38 -0.08
H -10.92 5.75 15.91 0.13
H -12.50 5.99 16.57 0.10
H -13.44 7.19 14.42 0.09
H -13.00 5.63 14.36 0.10
H -11.08 7.74 13.76 0.06
H -10.68 7.57 17.06 0.10
C -13.94 9.84 17.07 -0.22
C -13.69 9.32 18.52 -0.21
O -13.23 8.00 18.48 -0.07
O -15.03 9.20 16.52 -0.11
H -13.11 9.63 16.39 0.12
H -14.12 10.92 17.12 0.12
H -14.57 9.30 19.17 0.13
H -12.93 9.99 18.91 0.11
H -12.61 7.94 17.75 0.02
H -15.82 9.46 17.00 0.04
C -15.82 8.84 13.12 -0.69
O -15.71 8.69 11.88 0.00
N -15.96 7.91 13.99 0.21
N -15.65 9.96 13.74 0.19
H -15.88 8.25 14.94 0.08
H -15.75 6.97 13.68 0.11
H -15.45 9.95 14.73 0.08
H -15.65 10.78 13.15 0.07
C -18.03 9.93 16.92 -0.84
O -17.32 10.32 17.83 0.03
N -17.94 10.55 15.85 0.20
N -18.89 8.96 16.98 0.20
H -18.45 10.10 15.11 0.13
H -17.26 11.29 15.73 0.14
H -19.23 8.62 17.87 0.13
H -19.45 8.66 16.19 0.12
O -17.92 5.76 13.43 -0.04
H -18.62 5.58 14.06 0.03
H -18.05 6.67 13.17 0.01
O -15.87 6.84 10.11 -0.06
H -15.01 6.44 10.00 0.04
H -15.84 7.25 10.98 -0.04
```

Model ii:
The following is a DFT calculation (wB97M-V/def2-TZVPD) of a 10-piece molecular cluster, C14H48N4O16 overall.

Computed properties:
SMILES string: NC(N)=O.NC(N)=O.OCCO.OCCO.OCCO.OCCO.OCCO.OCCO.O.O
HOMO level (Eh): -0.3655
E_LUMO (eV): 0.44
Orbital gap (eV): 10.388

The geometry in XYZ format:
```
82
Properties=species:S:1:pos:R:3:lowdin_charge:R:1
C -1.54 2.43 3.37 -0.65
O -1.74 2.21 2.18 0.00
N -0.74 1.75 4.20 0.20
N -2.02 3.61 3.89 0.17
H -0.49 0.83 3.82 0.08
H -0.73 1.81 5.20 0.11
H -1.79 3.84 4.81 0.08
H -2.00 4.28 3.13 0.08
C -0.75 5.86 1.25 -0.66
O -1.46 6.51 1.97 0.05
N 0.03 4.80 1.71 0.15
N -0.63 6.02 -0.10 0.13
H 0.51 4.29 0.98 0.06
H 0.26 4.55 2.69 0.13
H 0.28 5.68 -0.41 0.10
H -0.68 7.00 -0.36 0.12
C -0.29 -5.18 -2.97 -0.22
C -1.38 -5.32 -1.92 -0.26
O -0.78 -5.53 -0.67 -0.05
O 0.47 -4.00 -2.63 -0.11
H -0.60 -5.33 -4.01 0.12
H 0.37 -5.99 -2.76 0.11
H -2.01 -6.15 -2.25 0.12
H -1.89 -4.34 -1.92 0.12
H -0.04 -4.94 -0.79 0.04
H -0.06 -3.16 -2.81 0.08
C -4.09 -1.97 0.14 -0.26
C -3.01 -0.94 -0.03 -0.17
O -2.90 -0.43 1.33 -0.11
O -5.18 -1.36 0.76 -0.05
H -3.62 -2.74 0.78 0.13
H -4.39 -2.44 -0.80 0.13
H -3.37 -0.10 -0.59 0.12
H -2.08 -1.28 -0.37 0.10
H -2.65 0.50 1.26 0.07
H -4.77 -0.75 1.39 0.08
C -0.03 -0.22 -3.61 -0.23
C -0.61 1.12 -3.16 -0.24
O -2.02 1.07 -3.31 -0.06
O -0.67 -1.29 -2.96 -0.09
H 1.03 -0.27 -3.40 0.11
H -0.15 -0.34 -4.71 0.13
H -0.10 1.93 -3.78 0.14
H -0.34 1.28 -2.14 0.08
H -2.40 1.81 -2.83 0.08
H -1.63 -1.30 -3.16 0.11
C 2.51 2.90 -1.93 -0.23
C 3.11 1.68 -1.13 -0.20
O 2.20 0.61 -0.88 -0.14
O 1.37 3.37 -1.29 -0.10
H 2.25 2.63 -2.98 0.11
H 3.26 3.71 -2.02 0.13
H 3.64 1.98 -0.26 0.12
H 3.75 1.20 -1.86 0.11
H 1.71 0.78 0.01 0.07
H 0.85 2.64 -0.90 0.05
C 0.07 -1.98 2.34 -0.23
C 1.43 -2.07 2.99 -0.17
O 2.05 -0.80 2.62 -0.09
O -0.57 -0.82 2.83 -0.11
H -0.60 -2.84 2.58 0.14
H 0.40 -1.92 1.26 0.12
H 2.11 -2.84 2.57 0.13
H 1.37 -2.14 4.03 0.10
H 2.89 -1.06 2.29 0.04
H -1.36 -0.69 2.27 0.06
C 3.83 -2.41 -0.42 -0.22
C 2.90 -3.54 -0.18 -0.24
O 1.55 -3.16 0.00 -0.08
O 3.89 -1.18 0.37 -0.09
H 3.83 -2.21 -1.49 0.12
H 4.83 -2.86 -0.33 0.12
H 3.20 -4.10 0.66 0.11
H 3.00 -4.13 -1.07 0.11
H 1.25 -2.67 -0.78 0.09
H 3.24 -0.56 -0.07 0.04
O 1.16 1.44 1.41 -0.04
H 1.46 0.86 2.11 0.02
H 0.19 1.44 1.59 0.05
O -1.42 3.38 -0.57 -0.06
H -1.28 3.18 0.37 -0.01
H -1.37 4.36 -0.54 0.00
```

Most stable one: model ii, least stable one: model i.